Below is a cluster of 5 separate species, C22H54BrN4O3 in total, with properties calculated with wB97M-V/def2-TZVPD.

The energy above the lowest of the compared OMol25 structures with the same formula, charge and spin comes out at 0.00 kcal/mol. As for the LUMO energy: -7.186 eV. The calculation puts the electronic energy at -105811.3313 eV. The molecular weight is 502.603 g mol⁻¹. As for the total charge: +3. Its spin multiplicity is 1.

CARTESIAN COORDINATES (ANGSTROEM)
Br -0.96 -0.97 1.34
C -1.62 -3.99 3.92
C -0.14 -3.87 4.19
O 0.39 -4.20 5.17
N 0.73 -3.30 3.09
H 0.38 -2.45 2.59
H 1.60 -2.96 3.52
C 1.10 -4.38 2.10
H -1.84 -4.24 2.89
H -2.18 -3.11 4.21
H -1.96 -4.86 4.48
H 0.25 -5.00 1.85
H 1.85 -5.01 2.57
H 1.54 -3.88 1.24
C -4.03 1.20 0.07
C -5.01 0.42 0.89
O -6.18 0.57 0.84
N -4.43 -0.67 1.76
H -4.93 -1.55 1.60
H -3.45 -0.86 1.46
C -4.33 -0.31 3.21
H -3.86 0.58 -0.82
H -3.03 1.25 0.53
H -4.42 2.19 -0.12
H -3.79 -1.10 3.72
H -5.28 -0.08 3.67
H -3.66 0.54 3.30
C -3.13 -3.22 -2.98
N -1.73 -3.82 -3.04
C -1.44 -4.53 -1.76
C -1.83 -4.89 -4.14
C -0.65 -2.89 -3.44
C -0.25 -1.80 -2.43
O -1.33 -0.96 -2.08
H -3.82 -4.02 -2.73
H -3.31 -2.81 -3.97
H -3.06 -2.41 -2.26
H -0.43 -4.92 -1.74
H -2.16 -5.34 -1.68
H -1.62 -3.84 -0.94
H -0.90 -5.44 -4.12
H -2.01 -4.38 -5.08
H -2.70 -5.50 -3.92
H -0.94 -2.37 -4.36
H 0.21 -3.52 -3.67
H 0.56 -1.24 -2.90
H 0.24 -2.20 -1.54
H -1.42 -0.90 -1.11
C 4.63 6.83 -0.98
C 4.63 5.45 -0.33
C 3.28 4.75 -0.27
C 3.31 3.39 0.39
N 1.95 2.72 0.40
C 1.14 3.22 1.57
C 1.67 2.58 2.84
C 2.29 1.26 2.37
C 2.23 1.27 0.80
C 1.15 2.78 -0.87
C 1.88 2.26 -2.12
C 0.94 2.53 -3.28
H 4.45 6.74 -2.05
H 5.60 7.29 -0.84
H 3.88 7.49 -0.55
H 5.04 5.55 0.69
H 5.37 4.79 -0.80
H 3.00 4.60 -1.32
H 2.54 5.41 0.21
H 3.67 3.50 1.41
H 4.04 2.74 -0.09
H 0.10 3.00 1.35
H 1.14 4.31 1.58
H 0.90 2.47 3.61
H 2.34 3.30 3.33
H 1.78 0.37 2.72
H 3.35 1.27 2.61
H 1.30 0.73 0.59
H 3.12 0.83 0.38
H 0.81 3.81 -0.93
H 0.29 2.13 -0.72
H 2.15 1.21 -1.97
H 2.83 2.78 -2.28
H 0.15 1.78 -3.29
H 1.38 2.28 -4.25
H 0.64 3.58 -3.34


Below is a cluster of 2 separate species, C7H10 in total, with properties calculated with wB97M-V/def2-TZVPD.

The SMILES is C#CC(=C)C.C=C. The energy above the lowest of the compared OMol25 structures with the same formula, charge and spin comes out at 84.54 kcal/mol. As for the LUMO energy: 0.891 eV. The calculation puts the electronic energy at -7417.3687 eV. The molecular weight is 94.157 g mol⁻¹. Its spin multiplicity is 1.

CARTESIAN COORDINATES (ANGSTROEM)
C -1.17 2.34 0.81
C -1.08 1.22 0.37
C -0.98 -0.09 -0.21
C -1.74 -1.10 0.21
C -0.19 -0.22 -1.48
H -1.29 3.34 1.17
H -1.61 -2.10 -0.22
H -2.53 -0.95 0.92
H 0.80 0.24 -1.39
H -0.76 0.28 -2.26
H -0.06 -1.28 -1.74
C 2.19 -0.01 0.20
C 1.37 -0.55 1.09
H 2.69 -0.62 -0.55
H 2.36 1.06 0.15
H 1.13 -1.61 1.08
H 0.87 0.05 1.85


Below is the molecule C3HBrClNO, with properties calculated with wB97M-V/def2-TZVPD.

The SMILES is Clc1ncoc1Br. The energy above the lowest of the compared OMol25 structures with the same formula, charge and spin comes out at 56.46 kcal/mol. As for the LUMO energy (alpha / beta): 0.046 / 0.044 eV. The calculation puts the electronic energy at -89226.0736 eV. The molecular weight is 182.404 g mol⁻¹. Its spin multiplicity is 1.

CARTESIAN COORDINATES (ANGSTROEM)
Cl 1.07 2.51 -0.03
C 0.39 1.04 0.20
N -0.91 0.88 0.20
C -1.30 -0.39 -0.03
O -0.26 -1.25 -0.21
C 0.87 -0.63 -0.24
Br 2.53 -1.40 -0.06
H -2.39 -0.77 0.16


Below is the molecule C4H5NO, with properties calculated with wB97M-V/def2-TZVPD.

The SMILES is N#C/C=C/CO. The energy above the lowest of the compared OMol25 structures with the same formula, charge and spin comes out at 28.49 kcal/mol. As for the LUMO energy: 0.189 eV. The calculation puts the electronic energy at -7765.2912 eV. The molecular weight is 83.090 g mol⁻¹. Its spin multiplicity is 1.

CARTESIAN COORDINATES (ANGSTROEM)
N 3.16 0.89 1.25
C 2.17 0.78 0.65
C 0.97 0.59 -0.10
C -0.20 0.27 0.47
C -1.37 -0.20 -0.36
O -1.38 -1.61 -0.35
H 1.06 0.65 -1.18
H -0.28 0.20 1.55
H -2.32 0.11 0.08
H -1.31 0.21 -1.38
H -0.50 -1.90 -0.62


- The highest electronic energy belongs to which entry?
  C7H10